Density functional theory data (wB97M-V/def2-TZVPD) for a gas-phase ion, C21H25O2S (charge +1) at a distorted geometry.

Bonds (Å) are listed after each position.
CARTESIAN COORDINATES (ANGSTROEM)
1 S 1.8735 0.4072 2.0566  C4 1.882, C10 1.668, C19 1.837
2 O -0.6167 0.4391 3.8340  C14 1.232
3 O -1.8939 -0.3912 2.2146  C13 1.457, C14 1.331
4 C 3.0018 -0.6280 0.9620  S1 1.882, H32 1.102, H35 1.109, H44 1.106
5 C -0.5478 1.3949 -0.1860  C21 1.484, C22 1.347, H25 1.119
6 C -1.5990 -3.0885 -2.7713  C17 1.406, C20 1.410, H28 1.105
7 C -4.2773 -0.6381 2.5715  C13 1.535, H27 1.110, H36 1.133, H39 1.125
8 C -1.7617 -0.8205 -1.9017  C15 1.423, C20 1.407, H48 1.099
9 C 0.2183 -2.1168 -1.5157  C15 1.391, C17 1.389, H41 1.096
10 C 0.3390 0.0282 1.5226  S1 1.668, C14 1.563, C21 1.804, H34 1.137
11 C -0.3848 3.8989 -0.0864  C16 1.411, C22 1.451, C24 1.414
12 C -1.3952 6.5418 -0.3156  C18 1.405, C23 1.410, H38 1.100
13 C -2.9325 -0.3053 3.2323  O3 1.457, C7 1.535, H33 1.087, H40 1.093
14 C -0.7294 0.0724 2.6631  O2 1.232, O3 1.331, C10 1.563
15 C -0.4902 -0.9444 -1.2761  C8 1.423, C9 1.391, C21 1.563
16 C 0.3556 4.9950 0.4048  C11 1.411, C18 1.405, H30 1.073
17 C -0.3118 -3.1929 -2.2155  C6 1.406, C9 1.389, H47 1.082
18 C -0.1568 6.2995 0.3015  C12 1.405, C16 1.405, H29 1.088
19 C 2.2365 -0.4939 3.6156  S1 1.837, H37 1.117, H46 1.082, H49 1.090
20 C -2.3168 -1.8824 -2.6385  C6 1.410, C8 1.407, H31 1.092
21 C 0.1305 0.0771 -0.2683  C5 1.484, C10 1.804, C15 1.563, H42 1.120
22 C 0.1243 2.5442 0.0170  C5 1.347, C11 1.451, H26 1.100
23 C -2.0799 5.4568 -0.9009  C12 1.410, C24 1.390, H43 1.103
24 C -1.5841 4.1628 -0.7879  C11 1.414, C23 1.390, H45 1.099
25 H -1.6635 1.4250 -0.2613  C5 1.119
26 H 1.1707 2.3998 0.3247  C22 1.100
27 H -5.0619 -0.6196 3.3569  C7 1.110
28 H -2.0164 -3.8953 -3.4005  C6 1.105
29 H 0.3292 7.1366 0.7986  C18 1.088
30 H 1.3199 4.8688 0.8590  C16 1.073
31 H -3.2930 -1.7724 -3.1163  C20 1.092
32 H 3.2004 -0.1176 0.0058  C4 1.102
33 H -3.0008 0.7076 3.6216  C13 1.087
34 H 0.3109 -0.9904 1.0185  C10 1.137
35 H 2.5781 -1.6386 0.7921  C4 1.109
36 H -4.2885 -1.6639 2.0907  C7 1.133
37 H 2.0120 -1.5771 3.4581  C19 1.117
38 H -1.8857 7.5255 -0.2695  C12 1.100
39 H -4.5519 0.1326 1.7988  C7 1.125
40 H -2.7586 -1.0301 4.0312  C13 1.093
41 H 1.2439 -2.2211 -1.1433  C9 1.096
42 H 1.2064 0.2209 -0.5448  C21 1.120
43 H -3.0750 5.6123 -1.3504  C23 1.103
44 H 3.9685 -0.7296 1.4887  C4 1.106
45 H -2.1162 3.3420 -1.2900  C24 1.099
46 H 3.2740 -0.3417 3.8813  C19 1.082
47 H 0.2262 -4.1214 -2.3550  C17 1.082
48 H -2.3427 0.1096 -1.8350  C8 1.099
49 H 1.5636 -0.0497 4.3489  C19 1.090

Properties
Calculated total energy, eV: -37102.4273
HOMO energy, eV: -10.69
ΔE to the lowest compared entry with this formula, charge and spin, kJ/mol: 345.8
Net charge: +1